{"formula": "C5H8P2", "method": "wB97M-V/def2-TZVPD", "species": ["C", "P", "C", "C", "C", "C", "P", "H", "H", "H", "H", "H", "H", "H", "H"], "xyz": [[-0.07, -2.15, 1.16], [-0.49, -0.91, -0.23], [-1.36, 0.33, 0.74], [-1.08, 1.59, 0.34], [-0.06, 1.67, -0.63], [0.55, 0.46, -0.89], [1.69, 0.01, -2.13], [-0.89, -1.90, 1.96], [0.91, -2.02, 1.41], [-0.27, -3.18, 0.72], [-2.11, 0.08, 1.57], [-1.59, 2.34, 0.86], [0.11, 2.66, -0.99], [2.76, -0.21, -1.28], [1.90, 1.22, -2.61]], "mulliken_charge": [-0.85, 0.03, -0.32, -0.48, -0.46, 0.30, -0.12, 0.25, 0.33, 0.27, 0.27, 0.41, 0.37, 0.02, -0.03], "e_tot_ha": -877.92016, "relative_energy_kj_mol": 110.7, "max_force_ev_per_a": 4.205, "homo_lumo_gap_ev": 8.3}